Entry 1:
Entry from OMol25: a 11-piece molecular cluster, C40H100N4O14S3 overall at a distorted geometry (the ωB97M-V functional and the def2-TZVPD basis).

Geometry (Å):
C -6.2043 -15.0096 4.6522
C -7.6413 -14.5291 4.5633
C -7.9090 -13.4178 5.5349
O -7.8106 -14.0156 3.2304
H -6.0427 -15.4833 5.6305
H -5.4789 -14.1810 4.6804
H -5.8733 -15.5691 3.7797
H -8.3320 -15.3691 4.6770
H -8.9527 -13.1944 5.7666
H -7.4570 -12.4831 5.1940
H -7.4696 -13.6501 6.5127
H -7.7581 -14.7703 2.6204
C -12.0167 -12.7122 -2.7131
C -10.6511 -12.5292 -2.0958
C -10.5904 -11.3260 -1.1618
O -10.3328 -13.7194 -1.3624
H -12.8664 -12.8247 -2.0413
H -12.0012 -13.6422 -3.2915
H -12.2083 -11.9552 -3.4822
H -9.9216 -12.3965 -2.8888
H -10.7080 -10.4198 -1.7549
H -9.5976 -11.2846 -0.7067
H -11.3393 -11.4010 -0.3730
H -10.5128 -13.6044 -0.4253
C -8.7016 -19.7206 5.6205
C -7.9790 -18.4463 5.2281
C -6.5427 -18.7789 4.7837
O -8.6952 -17.7914 4.1475
H -9.0724 -20.2365 4.7307
H -9.6345 -19.5258 6.1633
H -8.0771 -20.3802 6.2217
H -7.9283 -17.6746 5.9945
H -6.1330 -18.0703 4.0726
H -6.3315 -19.8290 4.5766
H -5.9518 -18.6533 5.7093
H -8.6862 -18.3871 3.3856
C -3.4385 -21.0632 1.5231
C -4.7272 -20.4368 1.0169
C -4.7335 -19.9755 -0.4423
O -5.7796 -21.4309 1.2035
H -2.9790 -21.7187 0.7809
H -3.5923 -21.6156 2.4516
H -2.7044 -20.3046 1.8171
H -4.9302 -19.5809 1.6870
H -5.6869 -19.4449 -0.5424
H -4.6775 -20.7917 -1.1604
H -3.9486 -19.2533 -0.6819
H -6.4864 -21.1887 0.5889
C -7.0334 -14.6001 -0.1005
C -7.7276 -15.9499 0.0184
C -7.1819 -16.9386 -1.0050
O -7.5009 -16.6052 -2.3638
C -7.0023 -17.6202 -3.1859
N -7.5406 -16.4819 1.3928
H -7.2512 -14.2775 -1.1272
H -5.9613 -14.5445 0.0908
H -7.5171 -13.8423 0.5238
H -8.8039 -15.7798 -0.0791
H -7.6127 -17.9288 -0.7967
H -6.0810 -16.9152 -1.0196
H -7.0808 -17.3691 -4.2410
H -7.5916 -18.5402 -3.0339
H -5.9659 -17.8828 -2.9456
H -6.6194 -16.9218 1.4845
H -8.1387 -17.3199 1.4496
C -11.8216 -15.9994 3.8508
C -12.1139 -15.8071 2.4054
C -13.5483 -15.9607 1.9495
O -13.6307 -16.0558 0.5473
C -14.9020 -16.3245 0.0620
N -11.5575 -14.5245 1.8344
H -11.7332 -17.0371 4.1770
H -12.5805 -15.5621 4.5108
H -10.8817 -15.5093 4.1024
H -11.5884 -16.5872 1.8159
H -14.0830 -15.0705 2.3329
H -13.9825 -16.8573 2.4237
H -14.9704 -17.3865 -0.1759
H -15.0626 -15.7531 -0.8586
H -15.7035 -15.9499 0.7053
H -10.6890 -14.7368 1.3467
H -12.1682 -14.3014 1.0440
C -6.3485 -9.8326 -6.7077
C -5.6463 -11.1487 -7.0537
C -6.5644 -12.3275 -7.0058
O -5.7592 -13.4793 -7.2545
C -6.4160 -14.7339 -7.2148
N -4.9895 -10.9079 -8.3736
H -7.3202 -9.7387 -7.2054
H -5.7248 -8.9780 -6.9396
H -6.5572 -9.8259 -5.6332
H -4.8928 -11.2454 -6.2687
H -7.3557 -12.2800 -7.7703
H -6.9636 -12.4162 -5.9861
H -6.0494 -15.3755 -6.4153
H -6.3666 -15.2579 -8.1722
H -7.4781 -14.5075 -7.0301
H -5.7518 -10.6443 -9.0038
H -4.7456 -11.8507 -8.7055
C -1.3742 -17.8210 -7.6676
C -2.8507 -18.0496 -7.8643
C -3.7326 -17.2120 -6.9256
O -3.3786 -17.5898 -5.6309
C -3.9006 -16.8051 -4.5951
N -3.2053 -17.7925 -9.3081
H -1.1175 -16.7605 -7.7974
H -0.8324 -18.3456 -8.4522
H -1.1159 -18.0129 -6.6295
H -3.0227 -19.1241 -7.6909
H -4.7414 -17.5319 -7.2160
H -3.4414 -16.1907 -7.1976
H -3.9668 -17.3241 -3.6233
H -4.9041 -16.4694 -4.8320
H -3.1939 -16.0506 -4.2067
H -4.2014 -17.9162 -9.4647
H -2.7318 -18.5612 -9.7760
C -11.5716 -19.8929 2.0069
C -11.9510 -19.3800 0.6308
C -10.6659 -19.2231 -0.1757
S -9.3834 -20.1165 0.7466
O -8.6033 -19.1670 1.5340
O -8.6721 -20.9831 -0.1531
C -10.4881 -20.9618 1.8964
H -12.4295 -20.2116 2.6085
H -11.2328 -19.0567 2.6385
H -12.4741 -18.4336 0.7753
H -12.6555 -20.0198 0.0974
H -10.3163 -18.1895 -0.1800
H -10.7164 -19.6204 -1.1793
H -10.0542 -21.1869 2.8634
H -10.9565 -21.8433 1.4574
C -3.3883 -12.4669 0.9339
C -2.2255 -11.5592 1.3449
C -2.7828 -10.2342 1.8519
S -4.5758 -10.4810 2.1269
O -5.3350 -9.8816 1.0455
O -4.8510 -10.0850 3.4692
C -4.5237 -12.2730 1.8885
H -3.0736 -13.5084 0.8158
H -3.7089 -12.2549 -0.0914
H -1.5889 -11.4341 0.4602
H -1.5406 -12.0683 2.0249
H -2.4951 -9.3078 1.3714
H -2.4323 -10.1572 2.8854
H -5.4835 -12.5418 1.4545
H -4.4473 -12.5975 2.9269
C -10.1738 -15.4260 -5.0689
C -11.4077 -15.8448 -4.2864
C -12.4902 -16.1368 -5.3121
S -11.6725 -17.0334 -6.6362
O -12.1213 -16.6075 -7.9366
O -11.6397 -18.4361 -6.3247
C -10.0659 -16.3145 -6.2759
H -9.2051 -15.4196 -4.5571
H -10.1410 -14.3722 -5.3565
H -11.6954 -14.9846 -3.6795
H -11.1629 -16.7385 -3.7136
H -12.7148 -15.1466 -5.7370
H -13.4762 -16.5065 -5.0497
H -9.5451 -15.9154 -7.1491
H -9.4514 -17.2221 -6.1797

Summary:
total charge	0
SMILES string	O=S1(=O)CCCC1.O=S1(=O)CCCC1.O=S1(=O)CCCC1.COC[C@H](C)N.COC[C@H](C)N.COC[C@H](C)N.COC[C@H](C)N.CC(C)O.CC(C)O.CC(C)O.CC(C)O
Kohn-Sham gap	9.53	eV

Here are the Löwdin charges for atoms 1 to 6, given in e:
1. C -0.063
2. C -0.488
3. C -0.055
4. O -0.088
5. H 0.081
6. H 0.072

Entry 2:
Entry from OMol25: C21H40P2Pd as an isolated structure at a distorted geometry (the ωB97M-V functional and the def2-TZVPD basis).

Geometry (Å):
P 0.0074 -1.3570 -3.8893
P 0.1515 1.7461 -3.7910
C -0.2937 -0.4424 -5.4978
C 0.3578 0.9331 -5.4762
H -1.3845 -0.3597 -5.6104
H 0.1049 -1.0636 -6.3135
H 1.4394 0.8580 -5.6637
H -0.0865 1.5959 -6.2345
C -1.5280 2.4512 -4.1392
H -1.7688 3.1828 -3.3577
H -2.2788 1.6497 -4.1030
H -1.5506 2.9373 -5.1249
C 1.1993 3.1963 -4.2235
H 0.8438 3.6811 -5.1443
H 2.2311 2.8430 -4.3647
H 1.1836 3.9085 -3.3890
C -1.0355 -2.7994 -4.3299
H -0.9405 -3.5615 -3.5458
H -0.7325 -3.2090 -5.3040
H -2.0812 -2.4624 -4.3729
C 1.6790 -2.0044 -4.3518
H 2.4183 -1.1924 -4.3129
H 1.6502 -2.4350 -5.3632
H 1.9745 -2.7730 -3.6262
Pd 0.0267 -0.1651 1.8658
C 0.6810 1.5627 0.6610
C -0.7044 1.4780 0.5514
C -1.4941 0.8729 -0.5873
C -1.9059 -0.6004 -0.3568
C -0.8556 -1.4459 0.3142
C 0.5322 -1.3481 0.1032
C 1.2538 -0.4337 -0.8644
C 1.6533 0.9672 -0.3297
C 0.1806 -2.2896 3.5997
H 1.0927 2.2939 1.3701
H -1.2859 2.0903 1.2537
H -1.0021 1.0032 -1.5618
H -2.4263 1.4556 -0.6533
H -2.7754 -0.5766 0.3180
H -2.2399 -1.0597 -1.2988
H -1.2090 -2.3800 0.7784
H 1.1275 -2.1908 0.4849
H 0.6853 -0.3234 -1.8070
H 2.1899 -0.9603 -1.1128
H 2.6204 0.8618 0.1804
H 1.8292 1.6428 -1.1796
H 1.1053 -2.7138 4.0025
H 0.1341 -2.4832 2.5148
H -0.6742 -2.7697 4.0872
C 0.4917 1.5320 6.5967
C -0.0057 0.1085 6.3787
C 0.8765 -0.8456 7.1838
C -1.4329 -0.0025 6.9129
C 0.0782 -0.1398 4.9256
C 0.1245 -0.7979 3.8495
H 0.4891 1.7891 7.6612
H -0.1525 2.2328 6.0660
H 1.5110 1.6354 6.2168
H 0.8149 -0.5944 8.2493
H 0.5589 -1.8840 7.0782
H 1.9271 -0.7696 6.8919
H -2.0860 0.7303 6.4349
H -1.8438 -1.0013 6.7561
H -1.4505 0.1960 7.9942

Summary:
total charge	0
2S+1	3
Kohn-Sham gap (alpha / beta)	4.78 / 7.18	eV

Here are the Löwdin charges for atoms 1 to 6, given in e:
1. P 0.837
2. P 0.842
3. C -0.447
4. C -0.443
5. H 0.073
6. H 0.074

Entry 3:
Entry from OMol25: an isolated molecule of C5H8O (the ωB97M-V functional and the def2-TZVPD basis).

Geometry (Å):
C 0.1318 1.3396 1.6950
C 0.1023 0.3978 0.5534
C 0.4463 0.6001 -0.7132
C -0.0096 -0.5692 -1.5307
C -0.4548 -1.5581 -0.4339
O -0.4546 -0.8261 0.8065
H -0.8858 1.4436 2.0857
H 0.7794 0.9822 2.4991
H 0.4759 2.3124 1.3369
H 0.8144 -0.9697 -2.1248
H 0.9256 1.4774 -1.1258
H -0.8365 -0.2683 -2.1878
H 0.2505 -2.3928 -0.3548
H -1.4610 -1.9681 -0.5643

Summary:
total charge	0
SMILES string	CC1=CCCO1
Kohn-Sham gap	9.29	eV

Here are the Löwdin charges for atoms 1 to 6, given in e:
1. C -0.018
2. C -0.383
3. C -0.058
4. C -0.159
5. C -0.149
6. O -0.049

Entry 4:
Entry from OMol25: C28H17BrClN6O9W as an isolated structure at a distorted geometry (the ωB97M-V functional and the def2-TZVPD basis).

Geometry (Å):
W 0.1334 0.3988 0.5815
Cl 4.6001 0.8776 6.4839
C 3.6022 0.5408 5.1875
C 3.3514 -0.8228 4.8386
C 2.5478 -1.1292 3.7865
C 1.9595 -0.0750 3.0350
O 1.1901 -0.3369 2.0362
C 2.2006 1.2966 3.3895
C 1.5807 2.3468 2.6438
N 0.8067 2.2108 1.5954
C 0.3020 3.4039 0.9822
C 0.1285 4.6246 1.5916
C -0.2535 5.7372 0.8212
C -0.4277 5.6256 -0.5342
C -0.2865 4.3704 -1.1733
C -0.4337 4.1615 -2.5640
C -0.2797 2.8997 -3.0766
C -0.0454 1.8304 -2.2078
N 0.0849 1.9945 -0.8958
C 0.0250 3.2564 -0.3835
C 3.0223 1.5881 4.4632
H 3.8125 -1.6003 5.4335
H 2.3355 -2.1528 3.5082
H 1.7947 3.3557 2.9841
H 0.2675 4.7548 2.6577
H -0.3934 6.6910 1.3103
H -0.6861 6.4939 -1.1270
H -0.6633 4.9986 -3.2123
H -0.3714 2.7047 -4.1353
H 0.0021 0.8181 -2.5831
H 3.2209 2.6107 4.7558
O 4.2871 -2.6922 -3.1469
C 3.4095 -2.1237 -2.3549
C 2.2279 -2.7211 -1.8970
C 1.3931 -2.0042 -1.0860
N 1.6225 -0.7263 -0.6818
C 2.7966 -0.1945 -1.1022
Br 3.2684 1.5221 -0.4775
C 3.6927 -0.8223 -1.9191
H 4.0505 -3.5938 -3.4132
H 1.9656 -3.7357 -2.1656
H 0.5009 -2.4781 -0.7125
H 4.6117 -0.3393 -2.2192
O -2.4061 1.1428 1.9580
N -1.4139 0.9520 1.4713
O -0.8417 -1.5438 0.7701
C -1.5268 -1.3478 -0.2896
O -1.1990 -0.2478 -0.8909
C -2.5429 -2.2461 -0.7826
C -3.2213 -1.9368 -1.9652
C -4.1873 -2.8096 -2.4058
C -4.5095 -3.9709 -1.7240
C -3.8145 -4.2411 -0.5573
C -2.8370 -3.4096 -0.0656
N -4.1293 -5.4807 0.1986
O -4.9954 -6.1841 -0.2533
O -3.4544 -5.6927 1.1823
N -4.9041 -2.4876 -3.6660
O -4.6009 -1.4440 -4.2047
O -5.7484 -3.2676 -4.0237
H -3.0160 -1.0406 -2.5330
H -5.2761 -4.6429 -2.0894
H -2.3293 -3.6664 0.8542

Summary:
total charge	+3
Kohn-Sham gap (alpha / beta)	4.59 / 4.64	eV

Here are the Löwdin charges for atoms 1 to 6, given in e:
1. W 1.784
2. Cl 0.907
3. C -0.613
4. C -0.001
5. C 0.071
6. C -0.236

Entry 5:
Entry from OMol25: a 3-piece molecular cluster, C3H13NO3S overall at a distorted geometry (the ωB97M-V functional and the def2-TZVPD basis).

Geometry (Å):
C 0.8272 -1.9248 -1.5270
O 2.2027 -2.1855 -1.6382
C 0.4973 -1.1478 -0.2119
C -0.9455 -0.6423 -0.2140
S -2.1939 -1.7877 -0.9244
N 1.3752 0.0039 -0.0156
H 0.5473 -1.2707 -2.3504
H 0.3049 -2.8725 -1.4463
H 2.6756 -2.4892 -0.8666
H 0.7208 -1.8315 0.6126
H -0.9292 0.3268 -0.7352
H -1.4020 -0.2251 0.6872
H -2.7105 -2.3468 0.1908
H 1.5129 0.5400 -0.8716
H 2.2413 -0.2149 0.4457
H 1.1531 2.1870 2.2461
H -0.2242 2.1371 2.6568
O 0.5880 2.6083 2.8914
H -2.5611 4.3150 0.0362
H -1.6373 3.2921 0.9359
O -2.0426 3.5288 0.0984

Summary:
total charge	0
SMILES string	N[C@H](CO)CS.O.O
Kohn-Sham gap	9.61	eV

Here are the Löwdin charges for atoms 1 to 6, given in e:
1. C -0.264
2. O -0.067
3. C -0.453
4. C -0.518
5. S 0.708
6. N 0.034

Entry 6:
Entry from OMol25: C22H19ClN6NiS2 as an isolated structure at a distorted geometry (the ωB97M-V functional and the def2-TZVPD basis).

Geometry (Å):
Ni -0.4461 0.7333 0.3868
C -0.0315 4.9233 1.4820
C 0.1275 3.5127 1.0064
N -0.7817 2.5990 1.1917
N -1.8925 2.9002 1.8672
C -2.7950 1.9521 1.9188
N -3.8967 2.1607 2.6663
S -2.7071 0.4346 1.1080
C 1.2887 3.0954 0.2406
C 2.2592 3.9763 -0.2465
C 3.2876 3.4892 -1.0290
C 3.3445 2.1289 -1.3013
C 2.3689 1.3131 -0.7515
N 1.3725 1.7726 -0.0127
H -0.9918 5.0145 1.9819
H 0.0014 5.6125 0.6388
H 0.7608 5.1953 2.1782
H -4.0732 3.0710 3.0513
H -4.6497 1.5011 2.5844
H 2.1843 5.0297 -0.0317
H 4.0337 4.1624 -1.4233
H 4.1194 1.7154 -1.9263
H 2.3858 0.2431 -0.9102
S -1.7152 -3.2168 -4.1868
C -2.3102 -1.6579 -4.2053
C -2.0561 -0.6488 -3.2965
C -1.2147 -0.7813 -2.2202
C -0.3486 -1.6619 -1.4099
C -0.0934 -2.2835 0.9951
C 0.3176 -3.3799 1.7478
C 1.0580 -3.1854 2.8974
C 1.3833 -1.8888 3.2649
C 0.9462 -0.8514 2.4615
N 0.2196 -1.0381 1.3609
H -2.9570 -1.4199 -5.0422
H -2.5191 0.3174 -3.4495
H 0.0698 -4.3755 1.4175
H 1.3793 -4.0274 3.4938
H 1.9642 -1.6842 4.1503
H 1.1903 0.1757 2.7081
Cl 2.2836 -4.3467 -2.8765
C 0.9572 -3.5824 -2.0765
C -0.0569 -4.4357 -1.4917
C -0.9752 -3.9268 -0.6703
C -0.9294 -2.4834 -0.2617
N -0.4847 -0.1925 -1.3295
C 0.8453 -2.2491 -2.0401
H -0.0630 -5.4758 -1.7739
H -1.7549 -4.5398 -0.2507
H -1.9356 -2.1087 -0.0374
H 1.5307 -1.5879 -2.5483

Summary:
total charge	0
2S+1	3
Kohn-Sham gap (alpha / beta)	6.00 / 5.81	eV

Here are the Löwdin charges for atoms 1 to 6, given in e:
1. Ni 0.461
2. C -0.022
3. C -0.250
4. N -0.054
5. N -0.024
6. C -0.865

Entry 7:
Entry from OMol25: an isolated molecule of C3H6N2S at a distorted geometry (the ωB97M-V functional and the def2-TZVPD basis).

Geometry (Å):
C 0.8400 -0.0494 -0.2312
C -0.5190 -0.2225 0.3238
C -1.6818 0.7125 0.3920
H 1.3100 -2.0357 -0.0517
H 2.5377 -0.8942 -0.4234
H 0.7050 1.7638 -0.8128
H -0.4445 -0.8869 1.1862
H -2.3011 0.7266 1.2637
H -1.5548 1.6588 -0.1363
N 1.6555 -1.0817 0.0394
N 1.3561 0.9745 -0.8090
S -1.9030 -0.6660 -0.7405

Summary:
total charge	0
SMILES string	[H]/N=C(/N)[C@H]1CS1
Kohn-Sham gap	9.80	eV

Here are the Löwdin charges for atoms 1 to 6, given in e:
1. C -0.572
2. C -0.562
3. C -0.411
4. H 0.110
5. H 0.102
6. H 0.038

Entry 8:
Entry from OMol25: C24H45As3NO4SV as an isolated structure at a distorted geometry (the ωB97M-V functional and the def2-TZVPD basis).

Geometry (Å):
V 1.2213 -0.1073 -0.1150
C -4.8954 3.5040 -0.6149
As -3.0782 2.8210 -0.1567
C -2.1961 4.2719 -1.1548
C -2.7854 1.4662 -1.5717
C -3.4162 0.0673 -1.4001
C -3.0001 -0.7695 -2.6158
C -2.9086 -0.5848 -0.1106
As -0.9500 -0.9817 0.0542
C -0.9559 -2.8045 -0.6729
C -1.1481 -1.5133 1.9348
C -4.9476 0.2128 -1.3592
As -6.2556 -1.2300 -0.9736
C -6.0149 -1.4215 0.9758
C -5.3957 -2.9331 -1.4695
H -5.1116 3.3969 -1.6793
H -4.9196 4.5638 -0.3570
H -5.6784 3.0054 -0.0442
H -2.7282 4.4621 -2.0887
H -1.1678 3.9961 -1.3798
H -2.1852 5.1850 -0.5602
H -1.6977 1.3390 -1.5938
H -3.0929 1.9018 -2.5285
H -1.9112 -0.7920 -2.6900
H -3.3997 -0.3317 -3.5338
H -3.3611 -1.7963 -2.5388
H -3.3918 -1.5504 0.0371
H -3.1563 0.0547 0.7418
H -1.8217 -3.3779 -0.3370
H -0.0433 -3.2653 -0.2915
H -0.9034 -2.8046 -1.7594
H -2.0029 -2.1749 2.0869
H -1.2572 -0.6216 2.5525
H -0.2300 -2.0184 2.2323
H -5.2802 0.6527 -2.3047
H -5.2020 0.9371 -0.5829
H -6.0484 -0.4417 1.4525
H -5.0693 -1.8981 1.2269
H -6.8275 -2.0257 1.3799
H -5.2936 -3.0184 -2.5504
H -6.0590 -3.7286 -1.1276
H -4.4209 -3.0656 -1.0018
C 8.1086 -2.1481 4.0994
C 6.7858 -1.8635 3.4392
C 6.6438 -0.8115 2.5401
C 5.4282 -0.5663 1.9212
C 4.3348 -1.3754 2.1963
C 4.4577 -2.4207 3.0997
C 5.6730 -2.6557 3.7179
S 2.7945 -1.0373 1.3356
O 2.1863 -2.3377 1.0572
O 1.9950 -0.1777 2.2068
N 3.1822 -0.2076 0.0572
C 3.7203 -0.9803 -1.0601
C 2.6413 -1.3102 -2.1164
O 2.9732 -1.9360 -3.1159
O 1.4479 -0.8895 -1.8574
H 8.8815 -1.4740 3.7324
H 8.4262 -3.1730 3.8989
H 8.0384 -2.0303 5.1826
H 7.4981 -0.1837 2.3143
H 5.2968 0.2464 1.2188
H 3.5962 -3.0460 3.3002
H 5.7725 -3.4716 4.4255
H 4.1571 -1.9297 -0.7342
H 4.5100 -0.4157 -1.5607
C 1.8672 4.2310 -0.4797
C 1.8922 2.7405 -0.8473
C 1.6441 2.5655 -2.3478
C 0.8898 1.9226 -0.0208
H 2.5709 4.8141 -1.0859
H 2.1348 4.3620 0.5712
H 0.8623 4.6378 -0.6240
H 2.8953 2.3596 -0.6241
H 0.6147 2.8403 -2.5969
H 1.7904 1.5258 -2.6406
H 2.3188 3.1958 -2.9360
H -0.1207 2.3073 -0.2281
H 1.0785 2.1116 1.0504

Summary:
total charge	-1
2S+1	4
Kohn-Sham gap (alpha / beta)	5.89 / 7.20	eV

Here are the Löwdin charges for atoms 1 to 6, given in e:
1. V 0.408
2. C -0.364
3. As 1.126
4. C -0.341
5. C -0.374
6. C -0.676

Per-record relative energy (zero: lowest compared OMol25 entry of this formula, charge and spin), eV: 3.060; 0.000; 0.808; 0.257; 1.317; 2.173; 1.024; 1.378
Per-record E_tot, hartree: -4050.7794; -1634.5135; -270.5282; -5183.0842; -800.7185; -3943.1232; -625.5843; -9346.7176